120
Properties=species:S:1:pos:R:3:forces:R:3 method="wB97M-V/def2-TZVPD" mol_weight_g_mol=777.086 homo_lumo_gap_ev=2.483 de_lowest_ev=0.000 total_charge=+1 fmax_ha_per_bohr=0.060 lumo_ev=-5.7
C -1.640 -3.998 0.227 -0.006 -0.139 0.056
C -0.409 -3.866 1.136 -0.540 0.003 0.073
C -0.866 -3.446 2.553 0.123 0.030 -0.086
C 0.233 -5.268 1.220 0.167 0.222 -0.021
C 0.659 -2.871 0.624 -0.547 -0.224 -0.467
C 1.790 -2.803 1.421 0.024 -0.058 0.171
C 2.915 -2.143 1.013 -0.018 -0.010 0.125
C 2.933 -1.557 -0.225 0.151 -0.019 -0.157
C 1.825 -1.506 -1.063 -0.283 0.031 -0.563
C 2.175 -0.864 -2.454 -0.203 0.565 -0.259
C 1.041 -0.255 -3.311 0.295 -0.114 -0.344
C 2.853 -1.945 -3.316 -0.004 0.050 0.220
C 3.162 0.322 -2.246 0.062 -0.192 0.029
C 0.627 -2.141 -0.597 -0.319 0.313 0.500
N -0.658 -1.942 -1.257 -0.395 0.051 -0.259
C -1.735 -1.135 -0.814 0.035 1.421 1.740
C -2.005 -0.798 0.511 -0.111 -1.039 -1.442
C -3.197 -0.131 0.957 -0.192 0.436 -0.224
C -4.464 -0.460 0.438 0.539 0.091 0.359
C -5.569 0.285 0.749 -0.577 0.286 -0.033
C -5.453 1.396 1.566 0.406 -0.264 -0.060
N -6.604 2.243 1.800 -1.520 1.013 0.344
O -6.456 3.252 2.514 -0.160 -1.489 -1.053
O -7.688 1.928 1.273 1.761 0.454 0.785
C -4.228 1.699 2.144 -0.318 0.491 0.374
C -3.123 0.936 1.875 -0.110 -0.580 -0.422
N -2.312 -0.527 -1.947 0.760 -0.620 -0.183
C -3.144 0.665 -2.029 -0.272 0.253 0.173
C -2.679 1.931 -1.560 0.530 -0.340 -0.124
C -1.240 2.340 -1.120 0.284 -0.039 0.536
C -1.295 3.436 -0.020 -0.106 -0.002 -0.267
C -0.514 2.894 -2.358 -0.271 0.025 -0.034
C -0.373 1.243 -0.490 0.113 0.253 0.002
C -3.539 3.016 -1.656 0.243 0.020 0.100
C -4.796 2.920 -2.184 -0.309 0.099 0.011
C -5.232 1.711 -2.651 -0.040 0.041 -0.175
C -4.450 0.567 -2.586 0.435 -0.647 0.039
C -5.148 -0.683 -3.186 -0.109 -0.426 0.061
C -6.524 -0.885 -2.507 0.092 0.184 -0.056
C -4.403 -2.023 -3.034 -0.266 0.026 -0.131
C -5.356 -0.429 -4.693 -0.006 0.086 0.170
C -1.736 -1.161 -3.060 0.436 -1.161 0.389
C -0.851 -2.092 -2.636 -0.701 0.961 -0.526
H -1.340 -4.203 -0.800 -0.090 -0.161 0.014
H -2.279 -4.815 0.564 0.147 -0.105 0.137
H -2.243 -3.095 0.241 -0.026 -0.187 0.056
H -0.078 -3.601 3.290 0.051 -0.083 0.039
H -1.130 -2.392 2.589 -0.129 0.007 -0.026
H -1.734 -4.019 2.878 -0.008 -0.094 -0.098
H 1.109 -5.274 1.866 0.070 -0.013 0.039
H -0.468 -6.000 1.620 -0.156 0.084 -0.004
H 0.546 -5.606 0.234 0.016 -0.036 -0.114
H 1.802 -3.305 2.373 -0.072 -0.157 0.131
H 3.795 -2.125 1.635 0.212 -0.007 0.150
H 3.867 -1.134 -0.546 0.056 0.114 -0.117
H 0.330 0.313 -2.725 0.013 -0.114 -0.127
H 1.453 0.430 -4.054 0.300 0.050 0.113
H 0.519 -1.010 -3.893 0.288 0.343 0.152
H 3.737 -2.348 -2.824 0.079 -0.052 0.063
H 2.170 -2.773 -3.506 -0.028 -0.038 -0.003
H 3.160 -1.533 -4.277 -0.022 0.089 -0.041
H 4.173 -0.012 -2.018 0.063 0.024 0.069
H 3.244 0.925 -3.150 -0.098 -0.134 -0.017
H 2.816 0.974 -1.442 0.010 0.022 0.014
H -1.200 -0.915 1.216 0.128 -0.297 0.059
H -4.558 -1.317 -0.203 -0.016 -0.197 -0.151
H -6.541 0.044 0.355 -0.137 -0.058 -0.102
H -4.158 2.560 2.785 -0.010 0.151 0.138
H -2.165 1.191 2.296 0.169 0.102 0.180
H -1.982 3.147 0.776 -0.013 0.019 -0.056
H -0.309 3.569 0.427 0.112 -0.066 -0.090
H -1.600 4.407 -0.405 0.019 0.056 0.031
H -0.550 2.183 -3.182 0.039 -0.014 -0.050
H -0.984 3.814 -2.701 -0.084 0.066 -0.046
H 0.529 3.113 -2.131 0.076 -0.008 0.057
H -0.371 0.335 -1.074 0.326 0.401 0.245
H 0.663 1.567 -0.392 0.106 0.336 -0.146
H -0.724 1.022 0.515 0.138 0.071 -0.209
H -3.207 3.990 -1.345 0.084 0.085 0.106
H -5.433 3.789 -2.232 -0.096 0.129 -0.049
H -6.210 1.669 -3.099 -0.136 -0.098 -0.027
H -7.135 0.015 -2.511 -0.027 -0.004 0.012
H -7.096 -1.666 -3.007 0.108 -0.060 -0.127
H -6.398 -1.192 -1.472 0.020 -0.040 0.078
H -3.601 -2.112 -3.762 -0.145 -0.133 0.147
H -3.992 -2.144 -2.034 -0.042 -0.178 -0.076
H -5.080 -2.858 -3.219 -0.178 0.115 -0.029
H -4.399 -0.262 -5.186 0.113 0.004 -0.060
H -5.842 -1.276 -5.176 -0.017 -0.139 0.071
H -5.973 0.450 -4.874 -0.035 0.033 -0.001
H -1.946 -0.909 -4.085 -0.355 0.094 0.146
H -0.295 -2.787 -3.241 0.168 0.060 0.203
C 8.303 3.426 -0.527 0.201 0.936 -0.222
O 8.185 2.033 -0.377 -1.553 -1.539 2.209
C 7.448 1.637 0.725 0.514 0.122 -1.078
C 7.138 0.270 0.851 0.317 -0.075 -0.507
C 6.374 -0.200 1.878 0.038 0.150 0.010
C 5.851 0.670 2.868 -0.232 -0.019 0.497
C 5.040 0.135 3.890 0.200 0.628 -0.287
C 4.240 0.776 4.881 -0.130 0.084 0.034
C 3.733 -0.001 5.945 0.192 -0.046 -0.241
C 2.957 0.566 6.929 -0.065 -0.326 0.285
C 2.645 1.913 6.896 0.069 -0.053 0.006
C 3.103 2.688 5.845 0.135 0.321 -0.170
C 3.871 2.137 4.847 -0.023 -0.018 -0.134
C 6.228 2.032 2.776 0.038 -0.147 0.029
C 6.981 2.499 1.738 0.275 0.459 -0.416
H 8.836 3.633 -1.456 -0.061 -0.248 0.136
H 7.308 3.871 -0.584 0.091 0.152 0.014
H 8.871 3.839 0.308 -0.012 0.165 -0.083
H 7.516 -0.398 0.099 0.079 -0.206 -0.182
H 6.142 -1.248 1.936 -0.030 -0.274 -0.052
H 5.015 -0.940 3.928 -0.014 -0.406 -0.004
H 3.976 -1.050 5.992 0.028 -0.178 0.008
H 2.588 -0.043 7.737 -0.033 -0.142 0.101
H 2.040 2.354 7.675 -0.036 0.002 0.028
H 2.856 3.736 5.811 -0.101 0.161 -0.097
H 4.131 2.739 3.997 -0.026 0.139 -0.085
H 5.978 2.703 3.576 0.013 0.181 0.045
H 7.228 3.544 1.702 0.063 0.154 0.103

***

81
Properties=species:S:1:pos:R:3:forces:R:3 method="wB97M-V/def2-TZVPD" mol_weight_g_mol=787.343 homo_lumo_gap_ev="8.013 / 8.187" de_lowest_ev=1.565 total_charge=+2 fmax_ha_per_bohr=0.031 multiplicity=3 lumo_ev="-6.4 / -6.2" s2=2.0137
V 0.571 0.379 0.261 -0.549 -0.613 1.361
C -0.320 2.273 -1.924 -0.053 0.030 0.100
N 0.678 1.199 -1.694 0.077 -0.063 -0.188
C 2.057 1.784 -1.706 0.208 -0.001 -0.117
C 2.267 2.561 -0.426 -0.050 0.006 -0.119
C 3.228 3.549 -0.306 0.011 0.054 -0.040
C 3.268 4.302 0.853 -0.005 -0.009 0.022
C 2.319 4.076 1.844 0.060 0.004 -0.007
C 1.427 3.041 1.675 -0.053 0.004 -0.032
N 1.423 2.268 0.579 0.513 0.434 -0.196
C 0.503 0.094 -2.679 -0.008 -0.040 0.013
C 0.916 -1.239 -2.122 -0.054 0.073 -0.081
C 1.470 -2.205 -2.938 -0.008 -0.065 0.032
C 1.823 -3.425 -2.389 0.019 0.006 0.043
C 1.598 -3.640 -1.036 0.028 -0.038 -0.059
C 1.044 -2.626 -0.292 -0.088 0.064 0.070
N 0.690 -1.436 -0.810 0.141 -0.175 -0.428
C -1.361 2.359 -0.842 0.064 -0.053 -0.028
C -2.443 3.213 -1.003 -0.004 0.037 -0.008
C -3.337 3.384 0.036 0.032 -0.016 0.003
C -3.098 2.712 1.227 -0.042 0.050 -0.015
C -2.009 1.875 1.306 0.047 -0.007 0.024
N -1.157 1.662 0.284 -0.290 0.113 -0.048
H -0.799 2.141 -2.895 0.027 -0.007 -0.020
H 0.190 3.237 -1.961 0.012 -0.006 0.005
H 2.182 2.450 -2.564 -0.099 -0.006 -0.025
H 2.797 0.989 -1.801 -0.098 0.002 0.014
H 3.925 3.729 -1.114 -0.026 0.004 -0.021
H 4.015 5.075 0.974 -0.014 0.013 0.003
H 2.287 4.679 2.740 -0.006 -0.004 0.001
H 0.680 2.816 2.426 0.021 -0.032 0.014
H 1.041 0.312 -3.604 -0.009 0.034 -0.005
H -0.563 0.031 -2.909 -0.008 0.021 0.012
H 1.653 -1.992 -3.982 -0.010 0.006 -0.004
H 2.295 -4.186 -2.995 -0.019 -0.011 -0.006
H 1.885 -4.564 -0.555 -0.005 -0.003 -0.002
H 0.897 -2.769 0.772 -0.001 0.034 -0.001
H -2.564 3.747 -1.937 -0.016 -0.014 -0.005
H -4.191 4.039 -0.073 0.010 0.016 0.012
H -3.741 2.837 2.086 0.004 -0.008 0.003
H -1.790 1.377 2.241 -0.002 -0.044 -0.022
N -0.705 -0.861 1.597 -0.040 0.144 -0.240
C -0.485 -1.366 2.987 0.025 0.057 0.072
C 0.091 -0.332 3.959 0.107 -0.016 -0.102
C 1.609 -0.413 4.153 -0.055 0.095 -0.050
C 2.401 0.312 3.083 -0.222 -0.189 0.099
N 2.017 -0.154 1.719 0.201 0.247 -0.088
H -1.609 -0.401 1.575 -0.045 -0.073 -0.036
H -0.868 -1.661 0.991 -0.081 -0.014 -0.001
H 0.175 -2.234 2.935 0.016 0.011 -0.026
H -1.442 -1.729 3.361 0.002 -0.050 -0.027
H -0.393 -0.468 4.925 -0.028 -0.017 -0.009
H -0.179 0.676 3.618 -0.043 0.019 0.079
H 1.920 -1.461 4.184 -0.020 -0.010 0.060
H 1.878 0.018 5.118 0.020 -0.020 0.007
H 3.469 0.131 3.208 -0.017 -0.009 -0.019
H 2.245 1.384 3.156 -0.008 0.016 -0.031
H 2.048 -1.174 1.748 0.096 0.066 -0.012
H 2.832 0.064 1.133 -0.139 0.012 0.285
F 3.070 -0.593 -0.683 0.263 -0.030 0.004
Sb 4.873 -1.202 -0.103 -0.665 0.106 -0.384
F 4.611 -2.676 -1.228 0.091 -0.006 -0.029
F 5.457 -0.109 -1.505 0.224 -0.051 0.023
F 6.512 -1.741 0.549 0.126 0.063 0.058
F 4.704 0.348 1.001 0.254 0.055 0.081
F 3.856 -2.090 1.244 0.197 -0.234 0.078
N -7.085 -2.605 -2.507 -0.020 0.025 0.025
C -5.986 -3.256 -2.071 -0.001 0.039 -0.010
O -5.921 -4.458 -1.948 -0.004 -0.035 0.010
C -4.772 -2.413 -1.718 -0.012 -0.005 0.006
C -3.605 -3.106 -1.430 -0.004 -0.029 0.039
C -2.472 -2.399 -1.083 0.053 0.042 -0.057
N -2.419 -1.063 -0.998 -0.083 -0.003 -0.091
C -3.547 -0.409 -1.283 -0.004 -0.005 0.044
C -4.736 -1.029 -1.640 0.001 0.007 -0.008
H -7.895 -3.155 -2.742 0.014 -0.016 -0.004
H -7.127 -1.614 -2.647 0.015 -0.003 -0.020
H -3.610 -4.187 -1.474 0.003 0.002 -0.012
H -1.553 -2.937 -0.873 0.027 0.000 0.009
H -3.508 0.673 -1.223 -0.001 0.018 0.031
H -5.603 -0.413 -1.834 0.001 0.001 -0.008